1.
Molecular formula: C6H11INO2
Method: DFT, ωB97M-V with the def2-TZVPD basis set

Computed properties:
SMILES: CC1=C(I)[C@H](O)[NH2+]COC1
ΔE to the lowest compared entry with this formula, charge and spin in kJ/mol: 0.0
Energy in Eh: -737.84662
Lowest unoccupied orbital energy in Eh: -0.1194
HOMO in eV: -12.589
Kohn-Sham gap in eV: 9.3

```
! RIJCOSX wB97M-V def2-TZVPD def2/J DEFGRID3
* xyz 1 1
C -0.7986 -0.8396 -2.5390
C -0.4633 -0.4704 -1.1348
C 0.3223 -1.2063 -0.3631
I 1.3199 -2.9911 -0.8432
C 0.6525 -0.7434 1.3464
O -0.4869 -0.6327 2.0961
N 1.3202 0.5903 1.3284
C 0.3486 1.7489 1.0577
O -0.0283 1.7688 -0.2424
C -1.0380 0.8482 -0.6542
H -1.8503 -0.6465 -2.7394
H -0.5842 -1.8837 -2.7432
H -0.2153 -0.2227 -3.2228
H 1.3574 -1.4982 1.7028
H -0.7768 -1.4931 2.4263
H 2.0357 0.5990 0.5886
H 1.7716 0.7524 2.2364
H -0.4789 1.6161 1.7670
H 0.8930 2.6765 1.2559
H -1.5471 1.3460 -1.4812
H -1.7535 0.6814 0.1578
*
```

natural (NBO) population analysis, charges in e, atoms 1 to 4: -0.65, -0.06, -0.22, 0.23

2.
Molecular formula: C6H11INO2
Method: DFT, ωB97M-V with the def2-TZVPD basis set

Computed properties:
ΔE to the lowest compared entry with this formula, charge and spin in kJ/mol: 449.3
Energy in Eh: -737.67551
Lowest unoccupied orbital energy in Eh: -0.1682
HOMO in eV: -13.229
Kohn-Sham gap in eV: 8.7

```
! RIJCOSX wB97M-V def2-TZVPD def2/J DEFGRID3
* xyz 1 1
C -2.3601 -1.4812 0.1608
C -2.1415 -0.3847 -0.1804
C 0.5925 1.4589 -0.2725
C 0.4338 -1.9896 -1.7123
C 0.6121 2.3634 1.8578
C 0.5827 0.2691 -0.8566
N 0.9458 -0.6914 -1.5484
O -0.3898 2.4025 -0.5024
O 1.3209 1.6937 0.8322
I 1.4675 -1.3377 1.9409
H -2.7694 -2.4354 0.4336
H 0.7785 -2.3473 2.7086
H -1.9858 0.5143 -0.7194
H 1.1304 -2.7515 -1.9333
H -0.0727 -2.2813 -0.7850
H -0.2904 -2.0512 -2.4898
H 0.4107 3.2941 1.4740
H 1.2718 2.2779 2.7594
H -0.3059 1.8326 2.2319
H -1.0423 2.1237 -1.1929
H 1.8112 -0.4789 -2.2060
*
```

natural (NBO) population analysis, charges in e, atoms 1 to 4: -0.19, -0.26, 0.59, -0.45

3.
Molecular formula: C6H11N
Method: DFT, ωB97M-V with the def2-TZVPD basis set

Computed properties:
SMILES: C=C/C(=C/C)NC
ΔE to the lowest compared entry with this formula, charge and spin in kJ/mol: 259.0
Energy in Eh: -289.87303
Lowest unoccupied orbital energy in Eh: 0.0359
HOMO in eV: -7.322
Kohn-Sham gap in eV: 8.3

```
! RIJCOSX wB97M-V def2-TZVPD def2/J DEFGRID3
* xyz 0 1
C -1.2907 0.5774 1.9025
C -0.3961 -0.3341 1.5634
C 0.0873 -0.6206 0.1987
C -0.8091 -0.9395 -0.7787
C -1.0427 -0.4041 -2.1859
N 1.4166 -0.3619 -0.1210
C 2.0071 0.8583 0.4498
H -1.5271 0.8079 2.9320
H -1.6851 1.1740 1.0941
H 0.1727 -0.8659 2.3392
H -1.5230 -1.7140 -0.5464
H -1.1827 0.6766 -2.1375
H -1.9659 -0.8009 -2.5789
H -0.2136 -0.6871 -2.8379
H 1.5929 -0.8121 -1.0029
H 3.0337 1.0111 0.1304
H 1.8903 0.7323 1.5172
H 1.4353 1.7027 0.0617
*
```

natural (NBO) population analysis, charges in e, atoms 1 to 4: -0.35, -0.23, 0.14, -0.31

4.
Molecular formula: C6H11N
Method: DFT, ωB97M-V with the def2-TZVPD basis set

Computed properties:
ΔE to the lowest compared entry with this formula, charge and spin in kJ/mol: 288.0
Energy in Eh: -289.86200
Lowest unoccupied orbital energy in Eh: 0.0350
HOMO in eV: -8.927
Kohn-Sham gap in eV: 9.9

```
! RIJCOSX wB97M-V def2-TZVPD def2/J DEFGRID3
* xyz 0 1
C 1.9660 -0.5658 0.1122
C 0.7388 0.3121 0.3393
C 0.8020 1.5274 -0.5221
C -0.9865 -0.9023 0.0268
C -2.3030 -0.6049 0.7878
C -0.9511 -0.3600 -1.2829
N -0.7256 0.3427 -2.1811
H 2.1947 -1.1826 0.9802
H 2.8995 -0.0414 -0.1736
H 1.7133 -1.2007 -0.7388
H 0.4545 0.5693 1.3502
H 1.5532 1.8319 0.2544
H -0.0380 2.2272 -0.5131
H 1.3117 1.4884 -1.4952
H -0.6861 -1.9575 0.1064
H -3.1767 -1.2024 0.4605
H -2.1953 -0.7904 1.8611
H -2.5892 0.4414 0.6471
*
```

natural (NBO) population analysis, charges in e, atoms 1 to 4: -0.66, -0.05, -0.65, -0.35

5.
Molecular formula: C6H11N
Method: DFT, ωB97M-V with the def2-TZVPD basis set

Computed properties:
SMILES: CC(C)[C@H](C)C#N
ΔE to the lowest compared entry with this formula, charge and spin in kJ/mol: 16.8
Energy in Eh: -289.96527
Lowest unoccupied orbital energy in Eh: 0.0314
HOMO in eV: -11.294
Kohn-Sham gap in eV: 12.1

```
! RIJCOSX wB97M-V def2-TZVPD def2/J DEFGRID3
* xyz 0 1
C 0.4779 -1.1523 1.4884
C -0.3757 -0.2163 0.6206
C -1.2110 -1.0511 -0.3559
C 0.4428 0.9365 -0.0364
C -0.2018 1.5325 -1.2916
C 1.8396 0.5627 -0.3464
N 2.9466 0.2964 -0.5625
H 1.1160 -0.5879 2.1760
H 1.1137 -1.7983 0.8718
H -0.1601 -1.8073 2.0916
H -1.0970 0.2642 1.2972
H -2.0497 -0.4639 -0.7460
H -1.6431 -1.9251 0.1445
H -0.6131 -1.4082 -1.1996
H 0.4950 1.7437 0.7081
H -0.2835 0.7937 -2.0973
H 0.4041 2.3570 -1.6863
H -1.2007 1.9238 -1.0765
*
```

natural (NBO) population analysis, charges in e, atoms 1 to 4: -0.61, -0.20, -0.62, -0.33

6.
Molecular formula: C6H11N
Method: DFT, ωB97M-V with the def2-TZVPD basis set

Computed properties:
SMILES: C=CC(=C)CCN
ΔE to the lowest compared entry with this formula, charge and spin in kJ/mol: 399.1
Energy in Eh: -289.81967
Lowest unoccupied orbital energy in Eh: 0.0353
HOMO in eV: -8.491
Kohn-Sham gap in eV: 9.5

```
! RIJCOSX wB97M-V def2-TZVPD def2/J DEFGRID3
* xyz 0 1
C 1.8537 2.1679 0.8026
C 1.7406 0.8336 0.4740
C 0.5504 0.3036 -0.5255
C 0.8492 0.1168 -1.8549
C -0.7319 0.1722 0.1361
C -1.6416 -1.0560 -0.0524
N -1.2289 -2.0181 1.0223
H 2.5711 2.4160 1.5739
H 1.4307 2.9893 0.2698
H 1.7166 0.0424 1.2036
H 0.3971 -0.4661 -2.5831
H 1.5599 0.9665 -2.2726
H -1.4485 0.9442 -0.2182
H -0.6036 0.4175 1.2323
H -1.4140 -1.5234 -1.0743
H -2.7701 -1.0749 -0.0315
H -2.0329 -2.4127 1.3713
H -0.7980 -2.8189 0.5266
*
```

natural (NBO) population analysis, charges in e, atoms 1 to 4: -0.37, -0.20, 0.01, -0.44

7.
Molecular formula: C6H11N
Method: DFT, ωB97M-V with the def2-TZVPD basis set

Computed properties:
SMILES: C=CN=C.C=CC
ΔE to the lowest compared entry with this formula, charge and spin in kJ/mol: 231.1
Energy in Eh: -289.88366
Lowest unoccupied orbital energy in Eh: 0.0368
HOMO in eV: -9.235
Kohn-Sham gap in eV: 10.2

```
! RIJCOSX wB97M-V def2-TZVPD def2/J DEFGRID3
* xyz 0 1
C 1.3096 1.2171 1.0398
C 2.0837 1.6002 0.0383
N 2.2826 2.9384 -0.3457
C 1.3295 3.5791 -0.8598
H 0.6857 1.9208 1.5772
H 1.2029 0.1729 1.2873
H 2.7629 0.9287 -0.4785
H 1.4795 4.6172 -1.1401
H 0.3497 3.1294 -1.0358
C -1.9833 -3.5140 -0.2026
C -1.3182 -2.5429 0.4044
C -1.2398 -1.1221 -0.0856
H -1.9618 -4.5096 0.2222
H -2.5605 -3.3228 -1.0992
H -0.7511 -2.7736 1.3012
H -0.2956 -0.9697 -0.6108
H -2.0626 -0.9101 -0.7670
H -1.3132 -0.4392 0.7547
*
```

natural (NBO) population analysis, charges in e, atoms 1 to 4: -0.45, -0.04, -0.40, -0.04